# 1
{"formula": "C27H65BeClN5O7", "method": "ωB97M-V/def2-TZVPD", "homo_ev": -13.944, "de_lowest_kcal_mol": 83.78, "energy_ha": -2341.44527, "spin_multiplicity": 1, "charge": 3, "symbols": ["Be", "N", "H", "H", "H", "H", "N", "H", "H", "H", "H", "Cl", "O", "O", "O", "O", "C", "C", "C", "C", "C", "C", "N", "O", "C", "C", "C", "H", "H", "H", "H", "H", "H", "H", "H", "H", "H", "H", "H", "H", "H", "H", "H", "H", "H", "H", "C", "C", "C", "C", "C", "C", "N", "O", "C", "C", "C", "H", "H", "H", "H", "H", "H", "H", "H", "H", "H", "H", "H", "H", "H", "H", "H", "H", "H", "H", "C", "C", "C", "C", "C", "C", "N", "O", "C", "C", "C", "H", "H", "H", "H", "H", "H", "H", "H", "H", "H", "H", "H", "H", "H", "H", "H", "H", "H", "H"], "coordinates": [[3.67476, -2.68878, -6.39051], [5.15665, -3.56367, 1.23022], [6.03533, -3.66172, 0.74195], [4.69937, -4.46343, 1.26810], [4.61394, -2.78374, 0.88777], [5.43573, -3.32862, 2.17201], [-2.63445, 1.25957, -5.32191], [-2.19575, 1.36754, -4.41858], [-3.15679, 0.40065, -5.41939], [-1.85500, 1.22048, -5.96303], [-3.13078, 2.08775, -5.61832], [0.49417, -1.63783, -1.62422], [1.27472, -1.77473, -0.41528], [1.32013, -2.23991, -2.69957], [-0.67241, -2.43535, -1.57558], [0.01662, -0.31597, -1.96652], [-6.60229, -1.17613, -4.21162], [-6.65746, -2.37700, -5.13883], [-7.89972, -2.23959, -5.99867], [-7.85907, -3.11933, -7.29460], [-6.52422, -2.83235, -8.04005], [-5.20479, -2.94538, -7.28163], [-5.40583, -2.28732, -5.94044], [-4.25361, -2.48405, -5.14399], [-4.89323, -4.46300, -7.13665], [-4.13997, -2.26976, -8.19488], [-6.73862, -3.72540, -4.46631], [-5.71652, -1.08310, -3.58324], [-7.34405, -1.28470, -3.42036], [-6.74561, -0.24790, -4.76472], [-8.76870, -2.38181, -5.35621], [-8.00319, -1.23866, -6.41763], [-8.73585, -2.98602, -7.92830], [-7.91737, -4.14444, -6.92873], [-6.59507, -1.88883, -8.58122], [-6.50875, -3.49064, -8.90868], [-4.24000, -4.82594, -7.93016], [-4.28160, -4.66137, -6.25651], [-5.82923, -5.01800, -7.07349], [-3.23398, -1.99713, -7.65363], [-3.81224, -2.78041, -9.10038], [-4.44275, -1.29522, -8.57789], [-6.02440, -3.76464, -3.64383], [-6.42537, -4.48844, -5.17888], [-7.68674, -4.02663, -4.02083], [-4.19700, -3.43232, -5.00546], [6.51449, 0.12913, 6.03817], [6.39410, -0.17638, 4.51318], [6.86992, 1.06642, 3.70470], [8.34847, 1.23132, 3.52588], [8.89379, -0.01691, 2.85923], [8.56627, -1.29745, 3.64566], [7.10178, -1.37542, 3.94833], [6.80553, -2.64309, 4.54440], [9.07511, -2.44475, 2.66062], [9.43396, -1.29820, 4.95909], [4.88442, -0.28181, 4.11602], [5.86131, 0.97769, 6.24163], [7.49589, 0.45219, 6.38540], [6.30670, -0.70512, 6.70822], [6.44252, 1.15225, 2.70566], [6.62962, 1.98591, 4.23846], [8.81872, 1.50120, 4.47146], [8.54944, 2.08675, 2.88093], [9.95249, 0.23910, 2.81771], [8.55032, -0.15972, 1.83467], [9.21243, -3.46742, 3.01185], [8.44486, -2.50825, 1.77358], [10.05668, -2.24332, 2.23159], [9.20096, -0.35677, 5.45659], [9.35534, -2.13949, 5.64766], [10.50273, -1.31504, 4.74571], [4.51940, -1.29266, 4.29777], [4.66447, -0.25877, 3.04869], [4.39948, 0.54524, 4.63459], [7.03820, -2.45821, 5.45724], [-3.25441, 3.36699, 5.86283], [-2.44125, 4.09943, 4.71606], [-1.04095, 3.45784, 4.75381], [-0.13622, 3.94050, 3.56481], [-0.84760, 3.52757, 2.22089], [-2.31028, 4.04455, 2.07584], [-3.02314, 3.81200, 3.35987], [-4.42071, 4.21256, 3.29306], [-2.24413, 5.44867, 1.54976], [-2.94419, 3.16497, 0.97082], [-2.37464, 5.59843, 4.97768], [-2.93259, 3.70421, 6.84813], [-3.25406, 2.27699, 5.86331], [-4.28983, 3.65388, 5.67928], [-0.39885, 3.50429, 5.63339], [-1.14437, 2.38774, 4.57414], [0.81064, 3.40213, 3.60629], [0.14512, 4.99196, 3.62277], [-0.77018, 2.45079, 2.07032], [-0.14149, 3.89723, 1.47735], [-1.56861, 5.63384, 0.71460], [-3.18798, 5.81069, 1.14210], [-2.01947, 6.27643, 2.22238], [-3.03967, 2.10197, 1.19221], [-3.93834, 3.46204, 0.63688], [-2.33581, 3.13804, 0.06680], [-1.66845, 6.06584, 4.29144], [-2.31686, 5.82438, 6.04244], [-3.34525, 5.94246, 4.62037], [-4.84484, 3.38640, 3.53632]], "forces_ev_per_a": [[-0.028, -0.011, 0.062], [0.822, 0.028, 0.710], [0.337, 0.037, -0.638], [-0.657, -0.234, -0.276], [-0.566, 0.045, -0.514], [0.164, 0.253, 0.996], [1.026, 0.276, -0.669], [-0.248, -0.028, 0.814], [-0.594, -0.468, 0.206], [0.535, -0.336, -0.540], [-0.765, 0.310, 0.270], [1.021, -1.491, -1.302], [-0.546, 1.206, -0.217], [-0.380, 1.228, 0.285], [-1.353, -1.226, 0.620], [1.349, 0.383, 0.426], [-0.112, 0.070, 1.305], [-0.030, 0.591, -0.554], [-0.233, 0.510, -2.170], [0.894, -0.065, 1.736], [-1.588, -0.133, -0.930], [-0.960, -0.272, -0.692], [1.226, -0.451, -1.159], [-0.687, 1.007, -0.326], [0.521, 0.255, 0.474], [0.612, 1.287, 0.821], [1.144, -0.897, 0.913], [0.512, -0.284, -0.472], [-0.605, 0.155, -0.336], [-0.146, -0.077, 0.059], [0.002, -0.272, -0.147], [0.186, 0.438, 0.405], [0.204, 0.284, 0.005], [0.171, -0.350, -0.406], [-0.053, 0.531, 0.567], [0.371, -0.487, 0.109], [-0.468, 0.096, -0.332], [-0.150, -0.195, 0.203], [0.296, -0.176, -0.106], [0.234, -0.506, 0.313], [-0.413, -0.704, 0.346], [-0.674, 0.063, 0.152], [0.141, -0.073, 0.114], [-0.308, -0.106, 0.177], [-0.210, 0.445, -0.333], [0.199, -0.533, 0.251], [0.476, -0.225, -0.225], [-0.355, 0.288, -1.324], [0.430, 0.925, 0.485], [-0.204, -0.311, -0.541], [0.290, 0.738, 0.866], [1.846, -1.134, -0.058], [0.714, 0.169, -1.207], [-0.121, 1.487, -0.235], [-0.462, -0.075, 0.254], [-0.164, 0.256, -0.454], [0.668, -0.949, 0.282], [-0.221, -0.285, 0.160], [0.223, 0.087, -0.539], [-0.574, -0.107, -0.176], [-0.426, -0.432, 0.109], [-0.970, -0.157, 0.185], [0.287, -0.428, 0.051], [-0.117, 0.084, -0.065], [0.358, -1.133, -0.156], [-0.243, 0.369, -0.053], [-0.498, 0.102, 0.689], [-0.426, 0.129, -0.049], [0.089, 0.677, 0.341], [0.259, -0.254, 0.339], [-0.724, -0.087, -0.095], [-0.027, 0.289, -0.442], [-0.368, 0.159, 1.192], [0.640, 0.813, -0.258], [-0.572, -0.474, -0.085], [0.012, -0.656, 0.736], [-0.860, 0.843, -1.241], [1.320, -2.465, 1.403], [1.567, -0.053, -2.141], [-1.271, -1.194, -0.063], [1.415, 0.581, 1.440], [1.232, -1.959, -0.548], [-1.084, 1.891, 0.220], [2.695, -0.606, -0.434], [-1.145, 2.839, -0.383], [-0.746, -0.577, -0.499], [-1.522, 0.341, -1.129], [0.013, 0.165, -0.238], [0.512, 0.021, -0.414], [-0.180, 0.114, 0.664], [-0.932, 0.624, 0.604], [-0.255, -0.172, 0.098], [0.005, -0.084, 0.029], [-0.363, 0.114, -0.128], [-0.406, -0.172, 0.463], [-0.772, 0.418, -0.624], [0.335, -0.887, 0.070], [-0.455, -0.462, 0.073], [0.335, -0.503, 0.601], [0.153, 0.016, 0.711], [-0.016, 0.432, 0.301], [0.367, 0.537, 0.139], [0.357, 0.050, 0.700], [0.502, -0.033, -0.214], [-0.160, 0.487, 0.335], [-0.655, -0.300, 0.261]]}

---

# 2
{"formula": "C4H8F12K3O16S4", "method": "ωB97M-V/def2-TZVPD", "homo_ev": -5.002, "energy_ha": -5952.03219, "spin_multiplicity": 1, "charge": -1, "symbols": ["K", "K", "K", "C", "F", "F", "F", "S", "O", "O", "O", "C", "F", "F", "F", "S", "O", "O", "O", "C", "F", "F", "F", "S", "O", "O", "O", "C", "F", "F", "F", "S", "O", "O", "O", "O", "H", "H", "O", "H", "H", "O", "H", "H", "O", "H", "H"], "coordinates": [[1.21350, 5.51295, -4.93374], [0.43959, 5.66520, 1.86303], [-3.97216, 1.29624, 4.34177], [6.28626, -5.53387, 0.45544], [6.82018, -5.99475, 1.59555], [5.51998, -4.42764, 0.63285], [7.35025, -5.28470, -0.29342], [5.33366, -6.99903, -0.33993], [6.11595, -8.20463, -0.00928], [3.97976, -6.97994, 0.21606], [5.40025, -6.75238, -1.81375], [-6.47986, -2.64492, -1.13566], [-6.90739, -1.45559, -1.32798], [-7.45499, -3.50977, -1.40010], [-5.48986, -2.94396, -1.97618], [-5.84687, -3.00915, 0.67960], [-6.67858, -2.14366, 1.59352], [-6.08654, -4.45424, 0.75460], [-4.45141, -2.69384, 0.72474], [-4.62622, 5.88633, -2.26918], [-4.98518, 5.74579, -0.98243], [-4.03684, 4.79858, -2.73722], [-5.65215, 6.24603, -3.14014], [-3.35501, 7.22261, -2.51703], [-2.17516, 6.92753, -1.71730], [-3.06698, 7.22340, -3.95156], [-4.02775, 8.46606, -2.06729], [1.24102, -0.16939, 0.15804], [0.67002, -0.92461, 1.11453], [2.32267, 0.52342, 0.54065], [1.61244, -0.89013, -0.83380], [-0.16296, 1.02536, -0.48474], [-0.98190, 0.26932, -1.43921], [-0.87503, 1.42518, 0.72818], [0.61394, 2.11517, -1.07271], [4.72569, 4.71649, 3.09219], [4.90374, 4.68074, 4.03200], [5.28972, 4.04122, 2.71521], [-0.63952, -1.40131, -5.29808], [-0.19473, -0.66289, -5.71419], [-0.75320, -1.13052, -4.38705], [7.24844, 0.59259, 2.69886], [7.67034, 0.25840, 3.49041], [6.32123, 0.38534, 2.81537], [-0.96221, -2.06948, 5.62938], [-1.17400, -2.45082, 6.48142], [-0.04212, -2.29269, 5.48857]], "forces_ev_per_a": [[-0.453, -0.121, 0.217], [-0.096, -0.363, -0.445], [0.015, -0.563, -0.518], [-0.698, -2.112, -0.701], [-0.626, 0.775, 0.978], [1.047, -0.680, 0.172], [0.150, 1.110, -0.668], [-0.574, -1.840, -2.788], [-0.356, 1.594, 0.540], [1.217, 0.581, 0.082], [-0.081, 0.582, 2.423], [1.563, -2.795, 2.402], [-0.674, 2.441, -0.542], [-0.856, -0.171, -0.213], [0.383, 0.387, -0.465], [-1.910, -0.507, 1.222], [0.987, -1.258, -1.743], [-0.411, 1.254, 0.016], [0.884, 0.901, -0.367], [0.989, 1.987, -1.636], [-0.466, -0.195, -1.190], [-0.735, -0.996, 0.360], [0.696, -1.124, 2.035], [-0.144, 3.983, -0.212], [0.112, -1.040, 0.513], [-0.282, -0.767, 0.574], [0.414, -1.927, -0.339], [-2.939, 2.018, -0.508], [1.218, 0.236, 0.137], [-0.132, -0.126, 1.151], [0.667, -1.760, -1.393], [-0.463, -0.557, -0.491], [1.330, 0.608, 1.113], [0.241, 0.120, 0.289], [0.194, 0.205, -0.046], [-0.355, 0.264, -0.070], [0.091, -0.010, 0.231], [0.172, -0.247, -0.187], [-0.022, -0.114, -0.315], [0.096, 0.111, -0.060], [-0.097, 0.013, 0.455], [0.069, 0.365, -0.075], [0.158, -0.158, 0.148], [-0.257, -0.194, -0.087], [-0.235, 0.403, 0.050], [-0.073, -0.201, 0.165], [0.240, -0.113, -0.211]]}

---

# 3
{"formula": "C4H11N3O", "method": "ωB97M-V/def2-TZVPD", "homo_ev": -18.610, "de_lowest_kcal_mol": 91.56, "energy_ha": -397.70877, "spin_multiplicity": 1, "charge": 2, "symbols": ["C", "C", "C", "C", "N", "N", "N", "O", "H", "H", "H", "H", "H", "H", "H", "H", "H", "H", "H"], "coordinates": [[1.25724, 0.91888, -0.14647], [1.32783, -1.61312, -0.44914], [0.11409, -0.72068, -0.54796], [-1.82000, 0.25367, 0.72938], [2.30255, 0.27559, 0.44046], [0.95146, 2.17307, -0.52459], [-0.96607, -0.88374, 0.47767], [2.28629, -1.07360, 0.56999], [1.06340, -2.60495, -0.06150], [1.77012, -1.59116, -1.43121], [-0.24427, -0.39839, -1.49904], [-1.22274, 1.17448, 0.45765], [-2.66700, 0.17252, -0.00145], [-2.30911, 0.34631, 1.74966], [3.14241, 0.86576, 0.79581], [0.10191, 2.49316, -1.13307], [1.58797, 2.90518, -0.23572], [-1.59598, -1.65457, 0.09680], [-0.30618, -1.27010, 1.33400]], "forces_ev_per_a": [[-1.371, -3.664, -0.395], [-0.418, 0.379, 0.979], [2.468, 3.926, 1.260], [-1.690, 2.834, -0.325], [-0.913, 5.324, -1.139], [-0.426, -1.115, -0.025], [3.056, -3.527, 1.286], [-1.226, -0.772, -0.657], [0.467, 0.038, -0.339], [0.562, -0.389, -0.225], [-0.438, -0.416, -0.724], [-0.951, -0.937, 0.767], [0.719, 0.252, 0.609], [1.107, -0.510, -1.089], [-1.363, -2.058, -0.578], [2.141, -1.235, 1.572], [0.000, 0.367, -0.165], [1.099, 0.495, 1.013], [-2.821, 1.008, -1.827]]}

---

# 4
{"formula": "C4H4CeO", "method": "ωB97M-V/def2-TZVPD", "homo_ev": [-11.594, -11.635], "de_lowest_kcal_mol": 12.07, "energy_ha": -704.71311, "s2": 0.75, "spin_multiplicity": 2, "charge": 1, "symbols": ["C", "C", "O", "Ce", "H", "H", "C", "C", "H", "H"], "coordinates": [[0.92860, -0.98466, 0.14662], [2.05111, -0.29539, -0.19986], [2.09868, 1.04724, -0.10429], [0.11755, 1.27676, 0.85167], [0.98325, -2.07647, 0.06366], [3.01929, -0.77028, -0.45120], [-2.98350, -0.66861, -0.40160], [-1.86421, -0.17226, -0.09930], [-3.62232, -1.43244, -0.83814], [-2.80758, -0.63882, 0.81379]], "forces_ev_per_a": [[-0.029, 1.685, 0.317], [0.175, -1.338, 0.624], [-1.405, 1.386, 0.595], [2.428, -2.797, -1.589], [-0.330, 0.476, 0.150], [-0.426, 0.334, -0.175], [1.069, -0.806, 0.058], [-1.435, 0.433, 0.359], [-0.061, 0.511, 0.172], [0.014, 0.117, -0.511]]}

---

# 5
{"formula": "C4H7ClO", "method": "ωB97M-V/def2-TZVPD", "smiles": "C[C@@H](Cl)CC=O", "homo_ev": -10.119, "de_lowest_kcal_mol": 22.57, "energy_ha": -692.00994, "spin_multiplicity": 1, "charge": 0, "symbols": ["C", "C", "Cl", "C", "C", "O", "H", "H", "H", "H", "H", "H", "H"], "coordinates": [[1.60104, 0.86040, 0.02662], [0.59180, -0.30370, -0.30696], [1.30195, -1.91444, -0.03054], [-0.71483, -0.31198, 0.46820], [-1.98045, -0.39439, -0.29182], [-2.88182, -1.11325, 0.04362], [1.19130, 1.81130, -0.37210], [1.60207, 0.91347, 1.13552], [2.55455, 0.65813, -0.28188], [0.27899, -0.24334, -1.45757], [-0.64173, 0.72260, 0.85003], [-0.75542, -1.04100, 1.32294], [-2.14746, 0.35620, -1.10605]], "forces_ev_per_a": [[-3.908, -0.401, 1.651], [-0.220, 0.094, -2.953], [0.651, -0.195, -0.314], [0.816, 1.065, 1.435], [-0.734, 0.391, -0.019], [-0.136, -0.204, -0.211], [0.388, -0.546, 0.156], [0.180, 0.212, -0.522], [2.317, -0.447, -1.100], [1.032, -0.201, 2.250], [-0.918, -0.218, 0.483], [0.221, 0.814, -0.863], [0.312, -0.362, 0.007]]}